(1)
{"formula": "C45H40AlBrF7I2", "method": "ωB97M-V with the def2-TZVPD basis set", "species": ["H", "C", "H", "C", "F", "H", "C", "H", "C", "H", "C", "H", "C", "C", "H", "C", "F", "C", "C", "C", "C", "C", "C", "C", "H", "H", "H", "H", "H", "H", "H", "H", "H", "H", "H", "H", "F", "C", "C", "C", "H", "Br", "H", "C", "C", "H", "C", "H", "C", "C", "C", "H", "H", "C", "C", "C", "C", "H", "I", "C", "H", "C", "H", "H", "F", "C", "C", "C", "H", "H", "C", "H", "C", "C", "H", "H", "F", "I", "C", "H", "H", "F", "Al", "H", "C", "C", "C", "C", "C", "C", "H", "H", "C", "C", "F", "H"], "coordinates": [[-8.784, -0.025, 1.628], [2.180, -6.570, 4.324], [2.298, -7.334, 3.570], [1.605, -5.351, 3.662], [-8.787, 3.342, -1.340], [-0.358, 3.103, 1.587], [0.470, 4.084, 8.444], [2.519, -3.922, -1.214], [1.278, -2.218, -0.759], [-5.637, 5.091, -1.608], [1.083, 2.324, 2.995], [1.522, -6.974, 5.072], [-7.993, 1.210, -1.941], [1.295, -2.522, -7.948], [-1.610, -7.019, 1.719], [1.648, 1.988, 8.383], [3.467, -3.129, -3.492], [2.596, -2.420, -2.731], [5.833, 1.067, -2.149], [1.903, -2.739, -6.720], [-3.653, 2.875, 0.807], [2.654, 0.745, 2.090], [3.536, 1.750, -2.451], [2.174, -1.187, -3.185], [-6.560, 4.556, 0.619], [0.387, -1.939, -8.033], [2.148, 3.727, 5.518], [3.158, -6.337, 4.716], [-0.175, 4.780, 8.965], [-5.273, 3.103, 2.176], [0.463, 2.648, 10.037], [1.933, 1.046, 8.831], [-2.142, 2.767, -0.699], [2.544, -0.803, -4.127], [2.490, 1.611, -2.212], [3.499, 0.082, 2.221], [-2.958, 2.091, 1.650], [6.237, 2.054, -3.035], [2.169, 1.475, 3.167], [4.487, 0.932, -1.876], [-3.431, 4.197, -2.277], [-2.699, -6.138, 4.670], [3.539, -3.648, -5.682], [-8.013, -0.550, -0.302], [3.629, -4.020, -7.792], [3.221, 3.395, -3.781], [0.986, 1.704, 0.699], [-0.256, -8.195, 3.693], [1.279, -0.465, -2.408], [-8.820, 1.639, 0.283], [-8.534, 2.059, -0.999], [0.139, -0.409, -0.593], [0.661, 5.320, 6.702], [-8.560, 0.321, 0.629], [2.164, -2.951, -1.534], [3.071, -3.484, -6.639], [2.057, 0.852, 0.844], [-7.783, 1.577, -2.937], [2.944, -3.690, 3.501], [1.867, -3.066, -9.079], [-7.805, -1.576, -0.027], [3.024, -3.815, -9.024], [1.462, -2.326, -5.822], [6.546, 0.407, -1.674], [2.911, 1.444, 6.483], [-3.112, 3.166, -0.430], [1.768, 3.500, 6.505], [-3.836, 3.967, -1.301], [2.632, 1.379, 4.137], [0.930, 0.501, -2.751], [0.940, 4.388, 7.175], [2.412, 0.280, 0.001], [0.826, 2.886, 9.046], [-7.728, -0.104, -1.584], [-7.297, -0.780, -2.309], [5.620, 3.664, -4.310], [1.276, -2.861, -10.277], [-0.377, -3.518, 2.295], [-5.075, 4.468, -0.926], [-9.237, 2.337, 0.997], [3.439, -4.230, -9.933], [0.397, 1.817, -0.522], [-0.954, -6.860, 3.166], [0.695, 2.891, 3.830], [0.487, 2.445, 1.748], [0.387, -5.300, 3.177], [3.953, 2.740, -3.327], [0.833, -0.977, -1.198], [2.107, 2.312, 7.123], [-4.883, 3.360, 1.201], [4.540, -4.599, -7.733], [7.288, 2.169, -3.265], [-5.594, 4.166, 0.325], [5.300, 2.892, -3.622], [4.089, -0.029, -1.020], [0.933, -2.613, 0.195]], "mulliken_charge": [0.37, -1.23, 0.29, 0.23, -0.36, 0.38, -0.53, 0.48, 0.62, 0.41, -0.38, 0.30, -0.43, -0.64, -0.24, -0.51, -0.34, 0.29, -0.57, -0.11, 0.14, -1.08, 0.22, -0.32, 0.40, 0.42, 0.61, 0.37, 0.36, 0.44, 0.36, 0.41, 0.55, 0.74, 0.43, 0.52, -0.28, -0.40, -0.55, 0.40, 0.37, -0.48, 0.49, -0.55, -0.37, 0.39, 0.20, -0.25, -0.73, -0.34, 0.41, 0.76, 0.36, -0.35, -0.99, -0.48, 0.77, 0.42, -0.02, 0.39, 0.40, -0.50, 0.36, 0.43, -0.32, -0.10, -0.40, -0.49, 0.40, 0.73, -0.42, 0.26, -0.32, -0.36, 0.38, 0.38, -0.32, -0.04, -0.54, 0.42, 0.41, -0.32, 0.20, 0.45, -0.52, -0.10, -0.85, -0.95, 0.39, -0.52, 0.37, 0.37, -0.38, -0.54, -0.34, -0.37], "charge": -1, "largest_force_ev_per_a": 0.98, "homo_lumo_gap_ev": 7.639}

---

(2)
{"formula": "C4H4Cl2InN2O3SY", "method": "ωB97M-V with the def2-TZVPD basis set", "species": ["C", "C", "Cl", "N", "O", "H", "O", "O", "H", "N", "Cl", "Y", "C", "C", "S", "H", "H", "In"], "coordinates": [[-1.100, -0.568, 1.941], [2.508, -1.853, 2.142], [1.167, 0.937, -2.488], [3.774, -1.469, 2.311], [-1.369, -1.268, 2.841], [1.112, -3.193, 2.846], [-0.838, 4.507, -3.350], [-4.758, 2.073, -2.290], [4.485, -1.981, 2.836], [2.052, -2.839, 2.917], [-2.015, -1.030, -1.529], [-1.317, 0.920, -2.860], [-1.040, 3.411, -3.028], [-3.633, 1.798, -2.323], [1.522, -1.242, 0.746], [2.662, -3.417, 3.473], [4.103, -0.737, 1.698], [-0.161, 0.530, 0.391]], "mulliken_charge": [0.60, 0.89, -0.22, -0.32, -0.06, 0.22, 0.08, 0.08, 0.28, -0.29, -0.23, 1.35, 0.20, 0.20, -0.13, 0.26, 0.24, 0.84], "charge": 4, "largest_force_ev_per_a": 9.49, "homo_lumo_gap_ev": [5.146, 5.625]}

---

(3)
{"formula": "C3H3N3O4", "method": "ωB97M-V with the def2-TZVPD basis set", "species": ["H", "N", "C", "O", "H", "C", "N", "O", "O", "C", "N", "O", "H"], "coordinates": [[1.755, 0.236, -0.874], [0.162, 1.590, -0.286], [0.113, 0.082, 0.011], [-1.224, -1.013, 1.554], [1.163, -1.287, -0.897], [-0.257, -0.150, 1.467], [1.355, -0.474, -0.359], [0.740, 1.882, -1.299], [-1.019, -1.185, -1.825], [-0.986, -0.940, -0.651], [-1.670, -1.456, 0.363], [-0.277, 2.282, 0.610], [0.144, 0.433, 2.187]], "mulliken_charge": [0.22, 0.93, 0.93, -0.03, 0.31, -0.34, -0.62, -0.57, -0.54, 0.23, -0.44, -0.57, 0.48], "charge": 0, "de_lowest_ev": 5.2157, "largest_force_ev_per_a": 4.64, "homo_lumo_gap_ev": [7.935, 7.931]}

---

(4)
{"formula": "BrH2IO2Si", "method": "ωB97M-V with the def2-TZVPD basis set", "species": ["O", "I", "Si", "O", "H", "Br", "H"], "coordinates": [[-0.752, 0.066, 0.991], [-1.641, 3.125, 0.118], [0.056, 1.299, 0.299], [0.999, 1.205, -1.023], [-0.250, -0.631, 1.326], [2.079, 1.498, 2.197], [1.945, 0.862, -0.978]], "mulliken_charge": [-0.36, 0.01, 0.54, -0.41, 0.31, -0.45, 0.36], "charge": 0, "de_lowest_ev": 1.1567, "largest_force_ev_per_a": 2.83, "homo_lumo_gap_ev": 9.027}

---

(5)
{"formula": "C5H14N4", "method": "ωB97M-V with the def2-TZVPD basis set", "species": ["H", "C", "N", "H", "C", "H", "N", "H", "H", "H", "H", "H", "H", "C", "H", "H", "H", "N", "C", "C", "H", "N", "H"], "coordinates": [[1.854, -2.358, 1.115], [1.898, -1.492, 0.454], [-1.159, -1.298, 0.541], [2.912, -1.079, 0.513], [-1.333, -0.148, -0.331], [-0.994, -1.158, -1.953], [-1.572, -0.396, -1.600], [1.061, -0.041, -1.879], [1.293, 2.404, 0.802], [2.362, 0.854, -1.120], [-3.286, 0.373, 0.414], [-1.709, -1.335, 1.393], [1.716, -1.811, -0.578], [-2.307, 0.835, 0.291], [-1.978, 1.144, 1.283], [-0.802, -2.138, 0.103], [0.191, 1.634, 1.821], [0.960, -0.502, 0.921], [1.276, 0.785, -1.200], [0.620, 0.557, 0.146], [0.884, 1.695, -1.650], [0.506, 1.773, 0.871], [-2.395, 1.701, -0.359]], "mulliken_charge": [0.30, -0.93, -0.46, 0.35, 0.82, 0.26, -0.70, 0.38, 0.22, 0.41, 0.39, 0.17, 0.31, -1.48, 0.37, 0.20, 0.24, -0.44, -1.67, 1.06, 0.41, -0.57, 0.35], "charge": 0, "de_lowest_ev": 3.9517, "largest_force_ev_per_a": 6.04, "homo_lumo_gap_ev": [7.245, 7.273]}

---

(6)
{"formula": "C35H34BF3N2O2S", "method": "ωB97M-V with the def2-TZVPD basis set", "species": ["H", "H", "C", "B", "C", "C", "C", "C", "H", "C", "C", "C", "C", "H", "H", "O", "H", "C", "C", "H", "H", "C", "C", "C", "H", "O", "H", "H", "C", "H", "C", "H", "H", "H", "H", "F", "N", "H", "H", "H", "C", "C", "H", "H", "H", "H", "F", "H", "C", "H", "C", "H", "H", "H", "H", "N", "C", "H", "C", "C", "H", "H", "S", "C", "C", "C", "C", "C", "H", "C", "C", "C", "C", "H", "C", "C", "F", "C"], "coordinates": [[-3.748, -0.009, -1.062], [5.895, -6.510, 0.811], [-0.145, 4.917, 1.677], [1.588, -2.525, 1.458], [-1.796, -4.375, 1.118], [-3.047, 0.333, -1.804], [-0.025, -2.993, -0.472], [-1.160, -3.545, -1.027], [-2.050, -0.595, -7.183], [5.798, -6.095, 1.813], [-2.425, 0.584, -4.122], [1.781, -0.546, 2.466], [-0.291, 7.426, 1.841], [-2.501, -4.921, 1.722], [0.130, 3.715, 3.439], [1.301, -1.805, 2.735], [-2.137, 0.701, 0.707], [-1.067, 2.527, 0.497], [-1.920, 1.084, -1.394], [1.691, -4.555, 3.476], [-0.109, 2.005, -2.108], [-0.666, -3.812, 1.672], [0.222, -3.136, 0.871], [-3.269, -4.889, -0.858], [-0.658, 1.647, 2.407], [2.169, -1.603, 0.437], [-0.479, -3.894, 2.728], [-0.446, 5.776, -0.264], [-4.123, 0.332, -5.945], [-1.286, 3.724, -1.277], [2.810, 1.862, 1.554], [-4.779, 0.915, -5.299], [3.193, 2.807, 1.203], [1.513, 0.428, 4.335], [-0.437, 8.085, 2.696], [-3.963, -5.547, 0.091], [0.238, 6.133, 2.283], [3.131, 0.855, -0.320], [-4.217, 0.703, -6.967], [-0.543, 1.567, -4.463], [-1.013, 1.499, -2.398], [2.643, -3.693, 1.777], [3.681, -6.257, 3.646], [0.679, -2.444, -1.073], [1.963, 7.020, 3.085], [5.812, -6.923, 2.524], [-2.862, -5.749, -1.812], [6.671, -5.471, 2.005], [-1.708, 0.181, -6.499], [0.845, 6.371, 4.288], [1.280, 6.201, 3.306], [-1.487, 1.077, -7.077], [2.437, 2.581, 3.529], [-0.796, -0.167, -6.015], [-1.253, 7.295, 1.345], [-2.739, 0.439, -5.490], [-0.634, 2.560, 1.839], [-1.368, -3.440, -2.078], [4.556, -5.312, 1.938], [3.606, -5.495, 2.884], [-4.177, -0.445, -3.421], [1.856, 5.278, 3.328], [4.097, -3.998, 0.893], [-0.174, 3.715, 2.407], [-1.248, 1.239, -3.718], [-0.528, 4.879, 0.326], [2.523, -4.572, 2.789], [-3.302, 0.114, -3.128], [-4.431, -0.712, -5.918], [2.373, 1.737, 2.860], [1.852, 0.540, 3.320], [-2.042, -4.248, -0.233], [2.762, 0.783, 0.689], [0.401, 7.901, 1.148], [-1.705, 1.370, -0.017], [2.260, -0.426, 1.135], [-4.035, -3.923, -1.402], [-0.963, 3.721, -0.252]], "mulliken_charge": [0.48, 0.30, 0.17, 1.96, -0.82, -0.78, -0.32, -1.09, 0.40, -1.25, 0.47, 0.99, -1.21, 0.48, 0.71, -0.77, 0.51, 0.66, 0.62, 0.30, 0.72, -0.65, 0.13, 0.82, 0.30, -0.82, 0.39, 0.53, -1.17, 0.61, -0.56, 0.38, 0.43, 0.43, 0.37, -0.29, 0.11, 0.51, 0.39, 0.51, -0.84, 0.21, 0.31, 0.56, 0.39, 0.33, -0.26, 0.26, -1.16, 0.33, -1.03, 0.32, 0.50, 0.42, 0.42, 0.13, -0.73, 0.40, 0.50, -0.57, 0.53, 0.29, -0.26, -0.40, -0.61, -0.74, -0.94, -0.62, 0.38, -0.41, -1.46, 0.40, -0.98, 0.37, -0.69, 0.54, -0.24, -0.62], "charge": 0, "de_lowest_ev": 0.2657, "largest_force_ev_per_a": 2.93, "homo_lumo_gap_ev": 3.833}

---

(7)
{"formula": "C6H14O", "method": "ωB97M-V with the def2-TZVPD basis set", "species": ["H", "C", "C", "H", "H", "H", "C", "H", "O", "C", "H", "H", "H", "C", "H", "H", "H", "H", "C", "H", "H"], "coordinates": [[0.004, 0.050, -1.622], [1.219, -1.038, -0.391], [-1.089, -0.007, 2.398], [2.424, -2.508, -1.435], [-1.850, 1.560, -3.026], [0.961, -2.177, -2.297], [0.082, -0.139, -0.529], [0.739, 1.841, -0.012], [-1.171, 0.921, -3.320], [0.110, 0.772, 1.856], [-1.089, 0.071, 3.486], [-0.935, 1.560, 0.231], [0.955, 0.108, 2.089], [0.048, 1.094, 0.363], [-2.116, 0.031, 2.044], [1.850, -1.197, 0.483], [-0.280, 1.174, -3.060], [-0.808, -0.837, -0.492], [1.511, -1.905, -1.406], [0.297, 1.720, 2.370], [-0.862, -1.096, 2.270]], "mulliken_charge": [-0.07, 0.26, -1.15, 0.30, 0.34, 0.33, 0.06, 0.43, -0.65, -0.48, 0.34, 0.36, 0.25, -0.68, 0.35, 0.29, 0.35, 0.39, -0.71, 0.39, 0.30], "charge": 1, "de_lowest_ev": 1.6068, "largest_force_ev_per_a": 3.05, "s_squared": 0.754, "multiplicity": 2, "homo_lumo_gap_ev": [10.101, 6.324]}

---

The lowest charge belongs to which entry?
C45H40AlBrF7I2

---

The lowest charge belongs to which entry?
C45H40AlBrF7I2

---

charge of number 2 (C4H4Cl2InN2O3SY)?
+4